49
Properties=species:S:1:pos:R:3:forces:R:3:lowdin_charge:R:1 method="wB97M-V/def2-TZVPD" energy_ev=-120232.90611 lumo_ev=0.3 max_force_ev_per_a=5.385 gap_ev=8.5
C -2.094888 4.509449 3.666639 0.630 2.828 0.535 -0.09
C -1.769426 3.624142 2.509371 -0.565 -1.123 -0.289 -0.47
C -2.772545 3.679262 1.390727 -0.058 -1.278 0.314 -0.07
C -1.587716 2.214777 3.070242 -0.466 0.485 1.602 -0.15
C -1.290637 1.153283 2.076300 -0.589 1.701 -2.623 -0.32
C -1.022165 -0.176211 2.631555 1.175 -1.623 -1.390 -0.23
O 0.335412 -0.241074 3.021409 1.482 -0.079 -0.759 -0.07
N -0.199973 1.625489 1.131663 -1.486 0.686 3.052 0.09
C 0.292934 0.976648 0.093866 -0.467 0.887 -1.689 -0.39
N -0.374042 -0.006326 -0.498842 -0.406 -1.160 0.715 0.13
C 0.142813 -0.610359 -1.568310 2.700 2.607 0.599 -0.62
S -0.600039 -2.145398 -1.918405 -0.353 -0.507 -0.880 0.98
C 0.862210 -3.075032 -2.477741 0.646 -1.430 1.168 -0.41
C 1.834913 -3.141779 -1.310333 2.387 2.282 -1.545 -0.27
C 2.999098 -2.255271 -1.407189 -1.379 -2.992 1.690 -0.03
C 3.879175 -2.331180 -0.318285 1.173 1.392 0.460 -0.10
C 3.665101 -3.100937 0.818718 -2.609 -0.781 0.964 -0.10
C 2.410573 -3.805918 0.889602 3.459 0.399 0.542 -0.71
Br 1.967883 -4.793506 2.409266 -0.018 -0.280 0.611 0.77
C 1.636012 -3.934843 -0.192331 0.651 2.229 -1.697 -0.15
N 1.245575 -0.092320 -2.206060 -1.664 -2.850 -0.736 0.14
C 1.868461 0.933208 -1.681397 -1.469 0.055 1.552 -0.40
N 2.935701 1.538192 -2.241684 -1.554 -4.570 -2.388 0.11
C 3.258703 2.574091 -1.675728 1.381 2.844 0.625 -0.70
N 4.295691 3.202486 -2.316000 -0.520 1.872 3.512 0.12
S 2.317536 3.028894 -0.237898 0.255 -0.493 -0.056 1.06
C 1.407296 1.527481 -0.497703 1.632 0.349 -1.346 -0.37
H -3.104736 4.414642 4.031184 -0.383 -0.733 0.286 0.07
H -1.359319 4.357900 4.488851 -0.654 0.118 -0.374 0.09
H -2.094027 5.637856 3.441360 0.424 -1.511 -0.062 0.11
H -0.833395 3.908934 2.040166 0.434 0.355 0.276 0.12
H -3.744711 3.307084 1.714902 -0.134 0.086 -0.033 0.09
H -2.439953 3.086679 0.533426 -0.097 0.165 0.032 0.08
H -2.826120 4.689678 1.137054 -0.557 1.653 -0.901 0.06
H -2.517146 1.846502 3.672159 1.569 0.885 -0.888 0.17
H -0.747415 2.407506 3.753225 -0.144 -0.963 0.299 0.13
H -2.184389 1.073432 1.441435 0.024 -0.101 0.043 0.14
H -1.622320 -0.379295 3.504569 -0.196 -0.054 0.251 0.13
H -1.268698 -0.910322 1.805562 0.379 0.326 1.068 0.13
H 0.936385 0.027568 2.252888 -1.494 -0.643 1.570 0.11
H 0.268000 2.504577 1.362683 -0.346 -0.799 0.126 0.11
H 0.653145 -4.144871 -2.752856 -0.601 1.202 0.034 0.11
H 1.357445 -2.585466 -3.288436 -0.012 0.310 -0.643 0.06
H 3.251467 -1.720952 -2.309098 -0.272 0.235 0.117 0.10
H 4.737257 -1.622106 -0.258192 -0.450 -0.815 -0.418 0.11
H 4.238401 -3.181747 1.760934 0.170 0.592 -1.046 0.10
H 0.851710 -4.566225 -0.183753 -2.756 -1.951 0.105 0.07
H 4.244139 4.196360 -2.253288 0.612 0.487 -0.554 0.09
H 4.490295 2.704693 -3.126553 0.512 -0.292 -1.831 0.08


22
Properties=species:S:1:pos:R:3:forces:R:3:lowdin_charge:R:1 method="wB97M-V/def2-TZVPD" energy_ev=-41263.97067 relative_energy_kj_mol=62.0 lumo_ev=0.5 max_force_ev_per_a=5.068 gap_ev=9.0
C 0.160377 2.826475 -0.589894 3.039 -0.086 0.052 -0.12
N 0.427670 1.421179 -0.620226 1.369 -0.902 -0.516 -0.05
C -0.446369 0.560293 -0.522980 0.968 -3.396 -0.929 -0.46
N -0.087295 -1.083529 -0.818250 -2.217 4.510 0.654 -0.34
P 1.496572 -1.032607 -1.399685 1.421 -0.743 -1.245 0.51
P 2.409282 -1.864024 0.342232 3.686 0.410 -0.864 0.49
N -1.726325 0.812800 -0.223178 -2.827 -0.119 0.588 -0.05
S -2.948866 -0.374390 -0.090935 -0.883 0.678 -0.776 0.70
C -2.302600 -1.339834 1.284830 1.582 -0.989 -4.142 -0.10
O -2.858157 -1.237310 -1.257658 -0.496 1.065 1.019 -0.32
O -4.172677 0.416868 0.194253 2.727 -1.874 -0.240 -0.32
H 1.284252 3.258715 -0.431498 -3.272 -0.079 -0.691 0.14
H -0.502767 3.069117 0.199428 -0.354 0.719 1.378 0.04
H -0.411504 3.067664 -1.487045 0.697 0.560 -0.372 0.09
H -0.648105 -1.266836 -1.645605 -0.628 -0.109 0.129 0.02
H 1.318831 -2.303513 -2.080024 0.296 0.433 0.337 -0.08
H 1.378115 -2.410401 0.912196 -2.640 -1.338 1.249 -0.24
H 2.326054 -0.685612 1.067358 -0.010 0.539 0.319 -0.17
H -1.990497 1.773386 0.055677 0.073 -1.044 -0.258 0.13
H -1.338529 -1.845706 0.941503 -1.235 1.186 0.533 0.09
H -2.286992 -0.693565 2.036610 0.841 2.729 3.416 0.01
H -2.985916 -2.051870 1.534827 -2.136 -2.151 0.359 0.04


15
Properties=species:S:1:pos:R:3:forces:R:3:lowdin_charge:R:1 method="wB97M-V/def2-TZVPD" energy_ev=-10395.55613 relative_energy_kj_mol=510.7 lumo_ev=-0.4 max_force_ev_per_a=5.950 gap_ev=8.9
O -1.810117 1.405821 -1.167561 -0.329 2.040 -2.567 -0.06
H -1.573285 0.845922 -0.428203 -0.443 1.542 -0.519 -0.14
H -2.766049 1.368720 -1.200136 -0.189 0.181 -0.135 0.03
O 0.631439 -0.026530 0.690452 0.817 0.052 2.773 -0.06
H 0.789880 -0.009103 -0.253387 0.759 0.779 1.036 -0.15
H -0.319949 -0.091879 0.772915 2.073 0.741 2.253 -0.11
O 0.952131 -0.162976 -1.447807 0.423 -0.638 -5.170 0.09
H 0.435230 -0.955600 -1.592005 0.021 -0.359 -0.435 0.10
H 1.681460 -0.236800 -2.063328 0.424 0.211 -0.234 0.12
O -1.502751 -0.123778 0.411447 -4.337 -3.695 1.713 0.09
H -2.250270 -0.599558 0.773487 -0.626 -0.050 0.380 0.15
H -1.117043 -0.728956 -0.221967 -0.407 -0.649 -0.473 0.12
O 2.667977 -0.179371 1.863646 2.565 -0.206 1.188 -0.10
H 2.199914 -0.445128 2.655175 -0.089 0.003 -0.006 0.01
H 1.981435 -0.060783 1.207270 -0.665 0.048 0.194 -0.09


21
Properties=species:S:1:pos:R:3:forces:R:3:lowdin_charge:R:1 method="wB97M-V/def2-TZVPD" charge=+2 energy_ev=-27590.66862 multiplicity=5 lumo_ev="-9.4 / -11.1" max_force_ev_per_a=0.584 gap_ev="6.8 / 6.5"
Pt 0.384679 -0.702797 -0.460622 -0.466 0.010 -0.353 0.97
I 2.633513 0.025798 0.363619 0.012 0.006 0.119 0.67
C 1.349908 3.969868 -0.019485 -0.322 -0.217 0.044 0.13
C 1.299434 5.329337 -0.024506 0.149 -0.335 0.006 0.03
C 0.097551 6.050876 -0.027556 -0.286 0.087 -0.016 0.03
C -1.178593 5.528832 -0.018879 0.093 0.110 0.000 0.09
C -1.638698 4.165902 0.004201 -0.153 0.169 -0.038 -0.08
C -3.042627 3.988404 0.008289 -0.049 0.090 -0.027 0.06
C -3.638395 2.747842 0.048096 -0.127 -0.014 -0.034 0.02
C -2.849912 1.616147 0.101477 -0.156 -0.246 0.024 0.06
C -1.447293 1.735300 0.067055 0.169 -0.333 0.019 -0.21
C -0.869837 3.005872 0.016896 0.444 0.085 -0.046 -0.08
H 2.241700 5.863557 -0.028399 0.033 -0.064 -0.020 0.14
H 0.185359 7.130742 -0.044647 -0.023 0.009 0.013 0.15
H -1.979772 6.257256 -0.028919 -0.013 0.035 -0.002 0.14
H -3.665558 4.874470 -0.020552 0.024 -0.009 0.038 0.15
H -4.714975 2.659272 0.059861 -0.027 -0.006 -0.021 0.14
H -3.290111 0.626156 0.153162 -0.004 0.067 0.037 0.15
O 0.526929 2.974114 0.002282 0.293 0.435 -0.029 0.07
C -0.739563 0.520015 0.175124 0.253 0.056 0.180 -0.12
F -0.793939 -1.721163 -1.541197 0.157 0.066 0.105 -0.51


Copy entry 4 word for word.
21
Properties=species:S:1:pos:R:3:forces:R:3:lowdin_charge:R:1 method="wB97M-V/def2-TZVPD" charge=+2 energy_ev=-27590.66862 multiplicity=5 lumo_ev="-9.4 / -11.1" max_force_ev_per_a=0.584 gap_ev="6.8 / 6.5"
Pt 0.384679 -0.702797 -0.460622 -0.466 0.010 -0.353 0.97
I 2.633513 0.025798 0.363619 0.012 0.006 0.119 0.67
C 1.349908 3.969868 -0.019485 -0.322 -0.217 0.044 0.13
C 1.299434 5.329337 -0.024506 0.149 -0.335 0.006 0.03
C 0.097551 6.050876 -0.027556 -0.286 0.087 -0.016 0.03
C -1.178593 5.528832 -0.018879 0.093 0.110 0.000 0.09
C -1.638698 4.165902 0.004201 -0.153 0.169 -0.038 -0.08
C -3.042627 3.988404 0.008289 -0.049 0.090 -0.027 0.06
C -3.638395 2.747842 0.048096 -0.127 -0.014 -0.034 0.02
C -2.849912 1.616147 0.101477 -0.156 -0.246 0.024 0.06
C -1.447293 1.735300 0.067055 0.169 -0.333 0.019 -0.21
C -0.869837 3.005872 0.016896 0.444 0.085 -0.046 -0.08
H 2.241700 5.863557 -0.028399 0.033 -0.064 -0.020 0.14
H 0.185359 7.130742 -0.044647 -0.023 0.009 0.013 0.15
H -1.979772 6.257256 -0.028919 -0.013 0.035 -0.002 0.14
H -3.665558 4.874470 -0.020552 0.024 -0.009 0.038 0.15
H -4.714975 2.659272 0.059861 -0.027 -0.006 -0.021 0.14
H -3.290111 0.626156 0.153162 -0.004 0.067 0.037 0.15
O 0.526929 2.974114 0.002282 0.293 0.435 -0.029 0.07
C -0.739563 0.520015 0.175124 0.253 0.056 0.180 -0.12
F -0.793939 -1.721163 -1.541197 0.157 0.066 0.105 -0.51